No. 1
2 unconnected molecules or ions with the total composition C6H6Si, computed with the ωB97M-V functional and the def2-TZVPD basis.

```
13
Properties=species:S:1:pos:R:3:forces:R:3:mulliken_charge:R:1
C 0.44640 -2.58201 1.49185 0.226 -0.431 0.576 0.14
C 4.11575 0.70301 -0.35737 -0.090 -0.394 0.234 -0.30
C 0.01334 -1.84217 0.69287 -1.207 2.922 -3.850 -0.61
C 3.18817 0.88575 -1.08457 -0.299 0.167 -1.142 -0.47
C -3.07077 -0.25814 -0.13914 -0.490 0.766 -0.017 -0.69
C -2.28783 -1.21835 -0.59373 0.705 0.687 -0.330 -0.15
Si -0.40834 -1.00269 -0.95037 -0.729 -0.525 1.237 0.08
H 0.81306 -3.23500 2.14012 1.295 -2.299 2.484 0.44
H 4.87189 0.37048 0.29903 0.304 0.163 0.299 0.38
H -4.10157 -0.48512 -0.03281 -0.957 -0.214 0.303 0.22
H -2.89093 0.77458 0.10342 0.794 0.259 -0.028 0.26
H -2.90936 -2.07576 -0.73326 0.377 -1.155 -0.375 0.32
H 2.50976 1.01799 -1.91103 0.071 0.055 0.610 0.38
```
Positions in Å, forces in eV/Å.

The value obtained for the energy above the lowest of the compared OMol25 structures with the same formula, charge and spin is 2.541 eV. The calculation puts the gap between HOMO and LUMO at 7.961 eV. The total charge is 0. The energy comes out at -14189.8412 eV.

=====

No. 2
A single C6H7B molecule, computed with the ωB97M-V functional and the def2-TZVPD basis.

```
14
Properties=species:S:1:pos:R:3:forces:R:3:mulliken_charge:R:1
B 1.08515 1.11527 0.76004 -1.780 -4.599 -1.391 0.13
C -0.10757 1.51847 -0.16621 1.798 0.892 1.087 -0.45
C -0.86086 0.79853 -1.03596 1.184 -1.927 0.978 -0.19
C -1.00786 -0.69168 -1.28375 -0.635 1.091 -0.237 -0.33
C -1.06400 -1.60707 -0.32501 1.692 2.234 1.379 -0.25
C -0.53981 -1.30763 0.88044 2.054 0.214 -2.018 -0.25
C 0.82756 -0.59248 1.02913 -2.429 1.906 -0.166 -1.22
H 2.25156 1.48267 0.74506 -1.002 0.257 0.445 -0.03
H -0.01919 2.58673 -0.30491 -0.928 0.422 -0.751 0.35
H -1.18586 1.41923 -1.78250 -1.517 1.172 -2.015 0.34
H -1.16113 -1.06774 -2.26219 0.031 0.468 -1.352 0.40
H -1.02943 -1.76260 1.64796 -1.056 -0.508 2.986 0.50
H 1.32101 -0.99531 1.80970 1.509 -1.090 3.304 0.60
H 1.49044 -0.89640 0.28819 1.077 -0.532 -2.250 0.41
```
Positions in Å, forces in eV/Å.

The value obtained for the energy above the lowest of the compared OMol25 structures with the same formula, charge and spin is 2.428 eV. The calculation puts the gap between HOMO and LUMO (alpha / beta) at 7.958 / 7.959 eV. The total charge is 0. The SMILES is B1C=CC=C=CC1. The energy comes out at -7005.9941 eV.

=====

What did we get for strongest force on any atom? Answer: 4.98, 5.12 eV Å⁻¹, in the order shown.